(1)
Density functional theory data (the ωB97M-V functional and the def2-TZVPD basis) for C24H34N6O2 in the gas phase in a non-equilibrium geometry.

Atoms and positions in Å:
O (1.1939, 1.5742, 2.9187)
O (-1.8589, -0.7466, -1.4951)
N (-2.8147, 1.2849, -1.3661)
N (-4.3712, -0.0047, 0.8135)
N (5.6369, -0.6467, -1.3335)
N (3.8543, -1.1082, 0.0402)
N (2.6046, 1.1373, 1.2301)
N (-5.2286, -0.8701, 1.3395)
C (-1.6973, 1.8967, -2.0498)
C (3.1032, 1.2150, -0.1247)
C (-0.2157, 1.9202, -0.0257)
C (3.0882, -0.1816, -0.7657)
C (3.3399, 0.1873, 2.0412)
C (-4.0597, -2.9147, -1.4398)
C (-4.3768, -1.9171, -0.3836)
C (-5.2759, -2.0404, 0.6588)
C (6.9002, -0.7964, -1.6869)
C (-3.7666, 2.2513, -0.8774)
C (0.7472, 2.7090, 0.8672)
C (3.3098, -1.1955, 1.3764)
C (7.3678, -2.1614, 0.1896)
C (-2.7603, -0.0334, -1.0703)
C (5.1927, -1.2440, -0.2227)
C (-6.1944, -3.1466, 1.0403)
C (-3.0929, 3.1798, 0.1339)
C (6.0520, -2.0244, 0.5718)
C (1.5272, 1.7640, 1.7625)
C (-3.8406, -0.6138, -0.2423)
C (-1.8616, 3.8326, -0.4915)
C (-7.5348, -3.0285, 0.3101)
C (7.8195, -1.5342, -0.9664)
C (-0.9063, 2.7890, -1.0823)
H (-2.0805, 2.4973, -2.8826)
H (-1.0691, 1.0964, -2.4452)
H (4.3803, 0.5224, 2.1364)
H (0.1808, 3.3612, 1.5327)
H (-3.0746, -2.7077, -1.8477)
H (-2.8134, 2.5969, 1.0111)
H (2.2722, -1.5350, 1.2958)
H (-7.3811, -3.0628, -0.7654)
H (-4.1229, 2.8371, -1.7350)
H (4.1423, 1.5684, -0.0983)
H (-0.9592, 1.4312, 0.6040)
H (-3.8005, 3.9474, 0.4504)
H (-8.1928, -3.8463, 0.5932)
H (-2.1847, 4.4984, -1.2969)
H (-6.3627, -3.1263, 2.1200)
H (-1.3446, 4.4426, 0.2498)
H (2.8726, 0.1602, 3.0267)
H (0.3282, 1.1291, -0.5453)
H (-4.6086, 1.7412, -0.4150)
H (5.6989, -2.5225, 1.4599)
H (-4.7900, -2.8628, -2.2485)
H (1.4159, 3.3285, 0.2676)
H (-5.7282, -4.1000, 0.7855)
H (8.0432, -2.7566, 0.7879)
H (2.5151, 1.9037, -0.7243)
H (3.8601, -1.9125, 1.9814)
H (-5.7340, -0.6277, 2.1774)
H (3.5323, -0.1402, -1.7590)
H (-0.1323, 3.3097, -1.6591)
H (-8.0242, -2.0886, 0.5569)
H (-4.0765, -3.9230, -1.0300)
H (2.0618, -0.5555, -0.8291)
H (8.8441, -1.6204, -1.2897)
H (7.1809, -0.2833, -2.5985)

As for the highest occupied orbital energy: -7.75 eV. As for the SMILES: CCc1[nH]nc(C(=O)N2CCC[C@@H](CCC(=O)N3CCN(c4ccccn4)CC3)C2)c1C. Its net charge is 0.

Here are the Mulliken charges for atoms 1 to 8, given in e:
1 O -0.70
2 O -0.72
3 N 0.08
4 N -0.64
5 N -0.33
6 N 0.06
7 N 0.10
8 N -0.13

***

(2)
Density functional theory data (the ωB97M-V functional and the def2-TZVPD basis) for C3H7N3O in the gas phase.

Atoms and positions in Å:
O (-1.9051, -0.2721, -0.9573)
N (1.3013, 2.0330, -1.7872)
N (-0.8504, -1.0427, 0.8996)
N (0.2352, 0.4143, -0.5558)
C (0.2714, -1.1821, 1.8018)
C (0.2666, 1.3202, -1.6032)
C (-0.9108, -0.3077, -0.2509)
H (0.6622, -0.2002, 2.1011)
H (-0.0879, -1.6700, 2.7126)
H (1.0729, 0.3670, 0.0085)
H (-1.6517, -1.6404, 1.0224)
H (-0.6584, 1.3208, -2.1860)
H (1.1623, 2.6439, -2.5888)
H (1.0925, -1.7841, 1.3831)

As for the highest occupied orbital energy: -9.73 eV. As for the SMILES: [H]/N=C/NC(=O)NC. Its net charge is 0.

Here are the Mulliken charges for atoms 1 to 8, given in e:
1 O -0.65
2 N -0.65
3 N -0.14
4 N -0.19
5 C -0.88
6 C 0.01
7 C 0.49
8 H 0.31

***

(3)
Density functional theory data (the ωB97M-V functional and the def2-TZVPD basis) for a molecular structure, C13H27AsBr9F6O14S4 in a non-equilibrium geometry.

Atoms and positions in Å:
Br (0.8677, 7.4177, -2.9164)
Br (-0.5464, 10.4813, -2.6525)
Br (-0.8910, 8.1388, -0.3488)
Br (-4.8096, 2.0249, 7.3634)
Br (3.6518, -2.9018, 6.9572)
Br (5.5573, -0.5079, 6.2092)
Br (4.4561, -2.5980, 3.8260)
Br (-1.8719, 0.9229, 7.7845)
Br (-3.7630, -0.1980, 5.2965)
As (-1.0192, 1.0813, -0.1330)
S (3.9098, 7.7657, 4.9552)
S (-8.5428, -0.9277, -4.5115)
S (-1.5077, -6.9718, -0.0058)
S (5.3272, -3.2334, -3.7791)
F (-0.3216, 0.8133, 1.5637)
F (0.4495, 0.2474, -0.8658)
F (-1.7404, 1.1591, -1.7858)
F (-0.2978, 2.6573, -0.2812)
F (-1.7940, -0.5425, 0.1147)
F (-2.5389, 1.9287, 0.4823)
O (6.6096, -3.8681, -4.1901)
O (2.8299, 6.5286, 5.1951)
O (-0.4029, -7.9317, 0.0697)
O (-7.5989, -1.3767, -3.2061)
O (-7.7219, -0.6213, -5.6826)
O (4.8750, 7.8187, 6.1427)
O (-1.5387, -6.2933, -1.5199)
O (-9.7217, -1.7705, -4.6623)
O (5.6003, -2.1059, -2.5580)
O (-9.0547, 0.4895, -3.7575)
O (4.4923, 6.9493, 3.5852)
O (4.3944, -2.5768, -4.7384)
O (3.3522, 8.9803, 4.5169)
O (-2.8834, -7.1930, 0.4530)
C (3.8075, 5.6974, 3.3013)
C (-8.3360, 0.8006, -2.5768)
C (-0.7816, -5.5055, 0.7682)
C (3.1949, 5.2398, 4.6664)
C (4.4487, -4.4222, -2.7214)
C (4.1746, -1.6965, 5.5734)
C (-7.6609, -0.5258, -2.1287)
C (6.5920, -1.0145, -2.7132)
C (-2.6213, -5.3560, -1.8391)
C (-2.1251, -4.5915, -3.1114)
C (-0.6501, 8.5372, -2.3257)
C (5.6587, 0.1836, -3.1327)
C (-3.2073, 1.3685, 6.3173)
H (7.0943, -0.8590, -1.7584)
H (-7.7007, 1.6244, -2.9023)
H (-0.1858, -5.8761, 1.6024)
H (-2.8196, -3.7978, -3.3866)
H (4.8633, 0.3118, -2.3985)
H (-2.9861, -4.8574, -0.9411)
H (-6.6724, -0.2147, -1.7909)
H (3.6351, -3.8302, -2.3022)
H (-1.5392, -4.8685, 1.2248)
H (3.8877, -5.1972, -3.2436)
H (-1.8835, -5.1705, -4.0028)
H (5.2708, 0.1856, -4.1513)
H (6.0551, 1.1826, -2.9512)
H (3.3356, -1.0255, 5.3893)
H (4.3270, 4.9158, 2.7470)
H (7.3295, -1.1385, -3.5061)
H (-0.2754, -4.9658, -0.0321)
H (-1.1851, -4.0418, -3.0628)
H (2.1642, 4.8882, 4.6210)
H (-9.0473, 0.9816, -1.7709)
H (-2.8042, 2.2619, 5.8404)
H (-3.4244, -6.0437, -2.1040)
H (-1.4792, 8.0925, -2.8761)
H (-8.2051, -1.0318, -1.3313)
H (2.9773, 5.9921, 2.6595)
H (5.0274, -4.7764, -1.8683)
H (3.9406, 4.7568, 5.2978)

As for the highest occupied orbital energy: -8.78 eV. Its net charge is -1.

Here are the Mulliken charges for atoms 1 to 8, given in e:
1 Br 0.00
2 Br -0.02
3 Br -0.01
4 Br -0.06
5 Br 0.00
6 Br -0.02
7 Br 0.01
8 Br -0.05

***

(4)
Density functional theory data (the ωB97M-V functional and the def2-TZVPD basis) for C3H6FNO2 in the gas phase in a non-equilibrium geometry.

Atoms and positions in Å:
F (0.6367, 1.8499, 0.2693)
O (3.0393, 0.1004, -0.0591)
O (1.6878, -1.6616, 0.1098)
N (-0.3938, -0.0817, -0.4454)
C (1.9591, -0.3596, 0.1436)
C (-1.7886, 0.3000, -0.1408)
C (0.6181, 0.4306, 0.3743)
H (-1.9000, 0.7654, 0.8621)
H (-0.2120, -0.1662, -1.3908)
H (-2.5081, -0.6533, -0.0564)
H (0.2957, 0.3011, 1.5090)
H (0.8563, -1.7989, -0.2969)
H (-2.2906, 0.9738, -0.8788)

As for the highest occupied orbital energy: -10.33 eV. As for the SMILES: CN[C@H](F)C(=O)O. Its net charge is 0.

Here are the Mulliken charges for atoms 1 to 8, given in e:
1 F -0.34
2 O -0.48
3 O -0.47
4 N -0.31
5 C 0.33
6 C -0.82
7 C 0.39
8 H 0.29

***

Values for electronic energy, eV, ordered as above
-38476.874 -9742.894 -793448.198 -11510.126